Entry 1:
A molecular structure, C49H58Ge2IrN2O5S in a non-equilibrium geometry, computed with wB97M-V/def2-TZVPD.

Calculated values
net charge = +1
<S²> = 6.1067
HOMO energy (alpha / beta) = -7.96 / -10.00 eV
spin multiplicity = 5
HOMO-LUMO gap (alpha / beta) = 5.19 / 6.12 eV

Each line ends with the Mulliken spin population.
Positions of all 118 atoms, in Å:
1 Ir -0.70909 -0.67613 0.27939  0.263
2 C -3.39974 -3.19817 0.81676  0.007
3 C -2.28681 -3.89129 1.48209  0.249
4 C -2.62653 -4.83379 2.44902  -0.105
5 C -1.63726 -5.43092 3.18404  0.214
6 C -0.26261 -5.25781 2.85753  -0.100
7 C 0.15273 -4.37685 1.91441  0.146
8 C 1.55943 -4.21277 1.47803  0.007
9 C -0.87308 -3.55659 1.28674  -0.052
10 N -0.65451 -2.57281 0.44905  1.133
11 H -4.35006 -3.17587 1.48405  0.009
12 H -3.71315 -3.78022 -0.04688  0.015
13 H -3.28373 -2.18711 0.46689  0.003
14 H -3.65043 -5.08723 2.64280  0.007
15 H -1.86357 -6.17705 3.95982  0.005
16 H 0.45909 -5.85894 3.37103  0.003
17 H 1.65971 -4.58148 0.47888  0.007
18 H 2.24067 -4.77658 2.15897  0.000
19 H 1.88040 -3.18521 1.40180  0.029
20 C 2.44146 1.21311 6.20347  0.070
21 Ge 3.32093 0.01884 4.86263  0.763
22 C 3.93310 1.01523 3.21994  0.119
23 C 4.78771 -0.65858 5.86090  0.049
24 Ge 1.38357 -0.28555 -0.72484  0.088
25 C 2.23515 1.45192 -1.00049  0.013
26 C 3.65068 1.40230 -1.17133  -0.003
27 C 4.31161 2.48635 -1.74539  0.000
28 C 3.62322 3.67440 -1.99045  0.000
29 C 2.28805 3.83461 -1.64023  0.000
30 C 1.59599 2.71169 -1.19494  -0.017
31 C 2.85955 -1.54526 -0.50130  -0.013
32 C 3.25613 -2.29281 -1.60653  0.003
33 C 4.27979 -3.25450 -1.41871  0.001
34 C 4.92623 -3.43977 -0.21860  -0.002
35 C 4.58950 -2.54113 0.85010  -0.002
36 C 3.60119 -1.57414 0.68940  -0.087
37 H 1.58192 1.65227 5.79838  -0.013
38 H 3.04879 2.06471 6.53254  0.022
39 H 2.23203 0.61605 7.11093  -0.005
40 H 3.94508 2.07166 3.46436  0.010
41 H 3.30002 0.85334 2.35953  -0.026
42 H 4.93764 0.75158 2.99272  0.008
43 H 5.27712 0.10296 6.42019  0.024
44 H 5.46775 -1.10724 5.11341  -0.007
45 H 4.51148 -1.45231 6.53054  -0.006
46 H 4.18282 0.46412 -1.10152  0.001
47 H 5.37004 2.45900 -1.96686  0.000
48 H 4.12511 4.55760 -2.38986  0.000
49 H 1.73568 4.75654 -1.78928  0.000
50 H 0.61374 2.73329 -0.86626  -0.001
51 H 2.85459 -2.12373 -2.61633  0.000
52 H 4.49856 -3.81613 -2.32706  0.000
53 H 5.74242 -4.16829 0.02676  0.000
54 H 5.23139 -2.68593 1.70547  0.001
55 H 3.38464 -0.92864 1.50215  0.071
56 C -0.80844 -1.56875 4.58857  -0.014
57 S -0.80062 -0.14600 3.47219  0.011
58 C -2.46768 -0.34522 3.07297  0.048
59 O -0.04089 -0.82961 2.23776  -0.054
60 H -1.14931 -2.39715 3.95710  0.014
61 H -1.56909 -1.37874 5.36751  -0.001
62 H 0.21359 -1.70288 4.94489  0.023
63 H -3.16137 -0.23345 3.89157  -0.003
64 H -2.59316 -1.39297 2.81141  -0.003
65 H -2.71625 0.34296 2.21663  -0.025
66 C -1.42532 5.61496 -0.92728  -0.001
67 O -2.21064 4.57089 -0.46531  0.005
68 C -2.45687 3.60315 -1.37452  0.024
69 C -2.07967 3.61078 -2.71589  -0.011
70 C -2.46933 2.63179 -3.66779  0.027
71 C -3.30673 1.61933 -3.24723  -0.014
72 C -3.72821 1.61896 -1.92455  0.004
73 C -3.33433 2.54426 -0.98930  0.001
74 N -3.79106 2.33733 0.31729  0.140
75 C -3.27660 2.89429 1.50673  0.564
76 C -1.93111 2.89694 2.06715  -0.032
77 C -1.61656 3.64041 3.24348  0.132
78 C -0.30078 3.69190 3.62660  -0.096
79 C 0.70768 3.00401 2.96889  0.191
80 C 0.41875 2.17416 1.92008  -0.131
81 C -0.87917 2.08544 1.43055  0.203
82 O -1.13450 1.30615 0.39562  0.105
83 H -1.39529 6.41710 -0.15842  -0.001
84 H -1.88210 5.97520 -1.83504  0.000
85 H -0.37096 5.28866 -1.19992  0.001
86 H -1.45392 4.42581 -3.05172  0.001
87 H -1.93034 2.56847 -4.60618  0.002
88 H -3.61266 0.82492 -3.90256  0.000
89 H -4.29670 0.78554 -1.48395  0.005
90 H -4.81823 2.43316 0.38605  -0.010
91 H -4.04345 3.28930 2.15211  -0.003
92 H -2.40249 4.23800 3.66811  -0.003
93 H -0.18746 4.40159 4.44233  -0.003
94 H 1.74960 3.12727 3.34238  0.012
95 H 1.29284 1.73049 1.34816  -0.034
96 C -2.93060 -0.92524 -7.92854  0.000
97 C -2.28817 -0.88040 -6.56758  -0.001
98 C -2.68036 -1.75786 -5.55757  0.000
99 C -2.06373 -1.69612 -4.29979  -0.002
100 C -2.48061 -2.69249 -3.24196  -0.009
101 C -1.06749 -0.76737 -4.03736  0.010
102 C -0.76085 0.22523 -5.00774  -0.002
103 C 0.30002 1.24808 -4.68986  -0.002
104 C -1.36642 0.08703 -6.24808  0.000
105 C -0.57049 -0.62892 -2.61107  0.018
106 O 0.71172 -0.60143 -2.44011  -0.002
107 O -1.35708 -0.50018 -1.62642  0.014
108 H -4.00448 -1.11281 -7.90145  0.000
109 H -2.48308 -1.66836 -8.53981  0.000
110 H -2.79841 0.02084 -8.43803  0.000
111 H -3.41844 -2.51674 -5.77139  0.000
112 H -2.46463 -3.68147 -3.69322  0.000
113 H -3.53605 -2.60222 -2.97543  0.000
114 H -1.96004 -2.69475 -2.31532  0.002
115 H 0.22598 1.86006 -3.84055  0.000
116 H 0.33652 1.84393 -5.64318  0.000
117 H 1.25783 0.72848 -4.54790  0.000
118 H -1.10843 0.81351 -6.99205  0.000

Atoms 1-3, force components in eV/Å:
0.1785 0.7991 1.3388
-2.6160 -0.0661 0.4040
0.9337 0.1438 1.2757



Entry 2:
A molecular structure, C49H59AsBrClLaN7O4S2 in a non-equilibrium geometry, computed with wB97M-V/def2-TZVPD.

Calculated values
HOMO energy (alpha / beta) = -5.41 / -3.68 eV
HOMO-LUMO gap (alpha / beta) = 5.34 / 2.15 eV

Each line ends with the Löwdin charge.
Positions of all 125 atoms, in Å:
1 La 0.24314 -0.10559 -0.69070  1.692
2 C -3.34237 -1.23510 -2.24927  -0.023
3 C -2.02559 -1.15443 -2.95663  -0.302
4 N -1.05840 -1.85498 -2.39823  -0.038
5 N 0.00698 -2.22958 -3.17815  -0.043
6 C 1.03277 -2.92868 -2.67122  -0.902
7 N 1.94609 -3.39432 -3.56441  0.102
8 S 1.22308 -3.16562 -1.02832  0.651
9 C -1.88540 -0.30684 -4.13017  -0.234
10 C -3.00365 0.28006 -4.74600  -0.030
11 C -2.81765 1.23469 -5.72100  -0.070
12 C -1.52342 1.59689 -6.08648  -0.061
13 C -0.47316 0.92543 -5.48070  -0.137
14 N -0.63009 -0.00275 -4.54901  0.081
15 H -3.19929 -1.73740 -1.29748  0.065
16 H -3.77264 -0.25013 -2.07452  0.063
17 H -4.03901 -1.81892 -2.85961  0.096
18 H 0.05961 -1.82437 -4.10805  0.119
19 H 1.66789 -3.53283 -4.52416  0.110
20 H 2.61227 -4.04915 -3.19191  0.092
21 H -3.99800 -0.01182 -4.43807  0.106
22 H -3.66835 1.70249 -6.20042  0.108
23 H -1.33892 2.36358 -6.82488  0.099
24 H 0.55593 1.15034 -5.74694  0.105
25 C 1.38255 -5.60292 5.78709  -0.065
26 C 2.28612 -4.63623 5.01722  -0.559
27 C 3.31300 -5.45808 4.22286  -0.046
28 C 3.01924 -3.75658 6.04076  -0.051
29 C 1.49748 -3.76487 4.04487  -0.178
30 C 2.13046 -2.73404 3.36782  -0.091
31 C 1.40998 -1.98210 2.47166  -0.502
32 Br 2.33902 -0.52674 1.61056  0.796
33 C 0.05350 -2.16429 2.12223  -0.392
34 O -0.50891 -1.36108 1.24251  -0.409
35 C -0.58237 -3.23621 2.81518  -0.069
36 C 0.15770 -3.96340 3.74769  0.005
37 C -2.03920 -3.71434 2.65444  -0.524
38 C -2.84673 -3.01114 1.56430  -0.056
39 C -2.04170 -5.21192 2.29968  -0.046
40 C -2.78058 -3.49702 3.98424  -0.043
41 H 1.97929 -6.16463 6.50747  0.083
42 H 0.90498 -6.31987 5.11717  0.083
43 H 0.60926 -5.06056 6.33427  0.089
44 H 3.88024 -6.10544 4.89626  0.083
45 H 4.01323 -4.80754 3.69697  0.079
46 H 2.81128 -6.08196 3.48134  0.089
47 H 3.54201 -4.38297 6.76664  0.082
48 H 2.30883 -3.12414 6.57556  0.092
49 H 3.75545 -3.11046 5.56251  0.073
50 H 3.17408 -2.50090 3.52932  0.100
51 H -0.36081 -4.75205 4.27290  0.086
52 H -2.29115 -2.94736 0.63129  0.079
53 H -3.13553 -2.02001 1.90157  0.070
54 H -3.76686 -3.57138 1.38059  0.090
55 H -1.50658 -5.37472 1.36216  0.094
56 H -3.06991 -5.55988 2.17972  0.083
57 H -1.57202 -5.82296 3.06972  0.071
58 H -2.73578 -2.44598 4.27553  0.092
59 H -2.34417 -4.08654 4.79119  0.076
60 H -3.82936 -3.78603 3.88058  0.086
61 O -2.67764 0.01350 0.50358  -0.113
62 H -3.38533 0.10090 1.14622  0.064
63 H -2.05153 -0.64000 0.87787  -0.016
64 O 1.57447 1.64325 -2.30629  -0.213
65 H 1.13013 2.47320 -2.50608  0.032
66 H 2.41085 1.87981 -1.81318  -0.002
67 S 0.74326 2.31097 0.69911  0.444
68 Cl 4.07726 -0.17653 -5.85196  0.674
69 C 4.08098 -0.55040 -4.16154  -0.653
70 C 5.24983 -0.93672 -3.52979  -0.088
71 C 5.17986 -1.22225 -2.17648  -0.044
72 C 3.95992 -1.11137 -1.52827  -0.178
73 N 2.84124 -0.72999 -2.13917  -0.010
74 C 2.90280 -0.46076 -3.44056  -0.204
75 H 6.17753 -1.02233 -4.07905  0.110
76 H 6.06149 -1.52369 -1.62860  0.109
77 H 3.87932 -1.36093 -0.47928  0.044
78 H 1.98237 -0.15645 -3.92279  0.083
79 O -1.22717 1.30660 -1.54729  -0.701
80 As -1.88988 2.46732 -0.53411  1.162
81 C -1.77937 2.65356 1.38663  -0.399
82 C -0.63397 1.96771 2.03361  -0.602
83 C -0.30138 2.50543 3.36507  -0.132
84 C -0.89375 3.62866 3.84910  -0.129
85 C -1.90544 4.31493 3.13427  -0.121
86 C -2.28799 3.83551 1.88780  -0.162
87 C -3.80021 2.36095 -0.92612  -0.305
88 C -4.15056 2.33044 -2.27404  -0.131
89 C -5.47386 2.18411 -2.65919  -0.084
90 C -6.46029 2.06254 -1.68946  -0.085
91 C -6.12028 2.10061 -0.34501  -0.075
92 C -4.79251 2.24706 0.03628  -0.094
93 C -1.52840 4.23647 -1.31262  -0.257
94 C -2.57682 5.09199 -1.64218  -0.098
95 C -2.32335 6.33495 -2.20434  -0.082
96 C -1.01809 6.73892 -2.43868  -0.091
97 C 0.03308 5.89895 -2.10212  -0.079
98 C -0.22229 4.65668 -1.54094  -0.119
99 H -0.67478 0.87722 2.03291  0.045
100 H 0.47887 1.99608 3.91739  0.094
101 H -0.59094 4.00966 4.81802  0.095
102 H -2.35502 5.21102 3.53858  0.081
103 H -3.03230 4.37087 1.30265  0.099
104 H -3.36146 2.42273 -3.01210  0.101
105 H -5.73478 2.16792 -3.71071  0.102
106 H -7.49533 1.93727 -1.98173  0.101
107 H -6.89274 2.02214 0.40941  0.103
108 H -4.52771 2.28764 1.08785  0.102
109 H -3.59839 4.79003 -1.45503  0.095
110 H -3.15031 6.98753 -2.45417  0.102
111 H -0.82269 7.71039 -2.87500  0.101
112 H 1.05529 6.21584 -2.26756  0.103
113 H 0.59562 4.01913 -1.22933  0.028
114 C 5.85647 3.80048 1.57531  -0.012
115 N 5.33818 3.23365 0.34847  -0.129
116 C 5.87802 3.35782 -0.90774  -0.070
117 C 5.01434 2.72522 -1.75274  -0.128
118 N 3.96081 2.21959 -1.03486  0.040
119 C 4.18372 2.54620 0.21825  -0.173
120 H 6.92788 3.96152 1.48446  0.089
121 H 5.66881 3.11882 2.40211  0.094
122 H 5.37708 4.75501 1.79415  0.096
123 H 6.80604 3.87056 -1.09154  0.114
124 H 5.06855 2.60562 -2.82238  0.102
125 H 3.51466 2.32182 1.03539  0.067

Atoms 1-3, force components in eV/Å:
1.7911 -1.4518 -0.1818
0.1278 0.2305 -0.0127
0.3405 -0.2027 -0.0472